{
  "formula": "C22H19BrO7",
  "method": "ωB97M-V/def2-TZVPD",
  "multiplicity": 1,
  "charge": 0,
  "homo_energy_ev": -8.3,
  "smiles": "CCOC(=O)[C@@H](C(C)=O)c1c(Br)c(O)c(O)c2c(C(=O)c3ccc(C)cc3)coc12",
  "gap_ev": 8.51,
  "symbols": ["C", "C", "O", "C", "O", "C", "C", "C", "O", "C", "C", "Br", "C", "O", "C", "O", "C", "C", "C", "O", "C", "C", "C", "C", "C", "C", "C", "C", "O", "C", "H", "H", "H", "H", "H", "H", "H", "H", "H", "H", "H", "H", "H", "H", "H", "H", "H", "H", "H"],
  "xyz": [[1.3687, 1.1927, 4.3608], [0.5483, 0.0127, 4.9305], [1.0314, -1.2248, 4.3244], [0.0501, -2.1674, 4.1131], [-0.9092, -2.3446, 4.8439], [0.2577, -3.1823, 2.9810], [-1.0749, -3.8999, 2.6550], [-1.6573, -4.9579, 3.6031], [-1.6361, -3.7890, 1.5608], [0.7924, -2.4918, 1.6911], [1.8935, -3.0168, 0.9838], [2.8218, -4.5853, 1.5395], [2.3640, -2.4154, -0.1829], [3.4595, -2.9614, -0.8045], [1.7581, -1.2640, -0.6896], [2.2811, -0.6447, -1.7550], [0.6368, -0.7233, -0.0004], [-0.2224, 0.4353, -0.1306], [-0.2896, 1.4889, -1.1275], [-0.4406, 2.6139, -0.6939], [-0.2468, 1.2186, -2.6119], [-0.3221, -0.0916, -3.1406], [-0.2586, -0.3138, -4.4950], [-0.1614, 0.7379, -5.4056], [-0.1861, 0.4872, -6.9007], [-0.1769, 2.0370, -4.8978], [-0.1904, 2.2735, -3.5088], [-1.0928, 0.4056, 0.9285], [-0.8606, -0.6708, 1.7420], [0.1975, -1.3437, 1.1647], [1.0123, 2.1497, 4.7366], [1.3220, 1.1866, 3.2705], [2.4398, 1.1230, 4.6541], [-0.4906, 0.1893, 4.7409], [0.6878, -0.0089, 6.0271], [0.9525, -3.8928, 3.4371], [-2.7323, -4.8284, 3.7073], [-1.1677, -4.8243, 4.5625], [-1.4932, -5.9736, 3.2721], [3.6965, -3.7818, -0.3228], [3.1073, -1.1293, -2.0145], [-0.4203, -0.9141, -2.4774], [-0.3015, -1.2978, -4.9101], [-1.1122, 0.7807, -7.2993], [0.6291, 1.0759, -7.3410], [-0.0048, -0.5646, -7.1100], [-0.1548, 2.8762, -5.5379], [-0.2157, 3.3051, -3.1654], [-1.8376, 1.1589, 1.1319]]
}

---

{
  "formula": "CH3I2O2P",
  "method": "ωB97M-V/def2-TZVPD",
  "multiplicity": 3,
  "charge": 0,
  "homo_energy_ev": [-7.4, -9.9],
  "gap_ev": [7.62, 6.58],
  "symbols": ["C", "O", "O", "P", "I", "I", "H", "H", "H"],
  "xyz": [[-0.9395, -0.7385, 0.6633], [1.3199, -0.9865, -1.1383], [-0.1944, 1.2327, -1.2236], [0.5051, -0.0849, -0.3561], [1.0640, 2.4030, -2.1608], [1.7083, 1.0920, 1.3743], [-0.4556, -1.6149, 1.1979], [-1.1547, 0.0098, 1.3846], [-1.8531, -1.3126, 0.2586]]
}

---

{
  "formula": "C2H9BrSi3",
  "method": "ωB97M-V/def2-TZVPD",
  "multiplicity": 1,
  "charge": 0,
  "homo_energy_ev": [-8.8, -8.8],
  "gap_ev": [8.51, 8.51],
  "symbols": ["C", "C", "Si", "Si", "Si", "Br", "H", "H", "H", "H", "H", "H", "H", "H", "H"],
  "xyz": [[0.8065, 1.4137, 0.2627], [2.0597, -1.4302, -0.2774], [1.9146, 0.1953, -0.7823], [-0.6552, 0.6000, 1.1082], [-2.0563, -0.5123, -0.4666], [-3.9928, 0.8452, -0.4514], [1.4678, 1.7603, 0.9962], [0.3804, 2.2232, -0.4168], [2.3253, -1.8395, 0.6467], [2.2684, -2.0563, -1.0436], [2.4052, 0.7520, -2.0412], [-2.8872, -2.0047, 0.4737], [-0.5503, -0.3635, 2.1874], [-1.6396, 1.6902, 1.5157], [-1.8465, -1.2733, -1.7113]]
}

---

{
  "formula": "C11H16SSi",
  "method": "ωB97M-V/def2-TZVPD",
  "multiplicity": 1,
  "charge": 0,
  "homo_energy_ev": [-7.1, -7.1],
  "gap_ev": [7.30, 7.30],
  "symbols": ["C", "C", "C", "C", "C", "C", "C", "C", "C", "C", "C", "Si", "S", "H", "H", "H", "H", "H", "H", "H", "H", "H", "H", "H", "H", "H", "H", "H", "H"],
  "xyz": [[3.9297, 1.3583, 0.7993], [3.9403, 0.0421, 0.5064], [2.7866, 2.1073, 0.4761], [2.7712, -0.5669, 0.0036], [1.6636, 1.5690, -0.1522], [1.6897, 0.2380, -0.2982], [-1.4837, 0.7148, 1.5224], [-0.9773, -0.6920, 1.0471], [-2.8607, 1.0520, 0.9805], [-2.1641, 0.9231, -1.7283], [0.0762, -2.3575, -1.2901], [-0.0295, -0.5822, -0.6005], [-2.7230, 2.0887, -0.5277], [4.8847, 1.6633, 1.2399], [4.8401, -0.4898, 0.7507], [2.6195, 3.1824, 0.6326], [2.6974, -1.6157, -0.0573], [0.8319, 2.1801, -0.4215], [-1.6957, 0.8288, 2.5730], [-0.7470, 1.4255, 1.3388], [-0.3671, -1.2031, 1.6946], [-1.7991, -1.3719, 1.0217], [-3.3554, 0.2008, 0.5577], [-3.5527, 1.5506, 1.5946], [-1.8349, 1.4553, -2.7549], [-2.9265, 0.2517, -1.8813], [-0.1133, -3.2161, -0.5731], [-0.8619, -2.4948, -1.8899], [0.9182, -2.3810, -1.9926]]
}

---

| no. | E (hartree) |
| --- | --- |
| 1 | -3950.42914 |
| 2 | -1127.06492 |
| 3 | -3523.97033 |
| 4 | -1116.29914 |